{
  "formula": "C18H24N2S",
  "method": "wB97M-V/def2-TZVPD",
  "largest_force_ev_per_a": 5.6,
  "homo_ha": -0.290,
  "charge": 0,
  "lumo_energy_ev": 0.565,
  "relative_energy_ev": 2.966,
  "spin_multiplicity": 1,
  "gap_ev": 8.4594,
  "smiles": "S=C=Nc1cccc(C2(N3CCCCC3)CCCCC2)c1",
  "symbols": ["S", "C", "N", "C", "C", "C", "C", "C", "C", "N", "C", "C", "C", "C", "C", "C", "C", "C", "C", "C", "C", "H", "H", "H", "H", "H", "H", "H", "H", "H", "H", "H", "H", "H", "H", "H", "H", "H", "H", "H", "H", "H", "H", "H", "H"],
  "coordinates": [[0.8607, 4.2359, -4.8017], [0.0402, 2.8551, -4.7396], [-0.6024, 1.8572, -4.5050], [-0.9127, 1.0106, -3.3609], [-1.7592, -0.0353, -3.5167], [-2.0460, -1.0040, -2.4862], [-1.6072, -0.6540, -1.2638], [-0.5037, 0.2606, -1.1090], [0.0691, 0.3655, 0.2799], [0.3393, -0.9797, 0.7719], [1.2226, -1.9686, 0.0591], [0.4333, -3.3189, 0.0533], [-0.0385, -3.7156, 1.4855], [-0.3780, -2.4712, 2.3391], [0.4647, -1.2130, 2.2447], [-0.9375, 1.2485, 1.0302], [-0.3384, 2.1134, 2.2025], [0.5819, 3.2443, 1.5422], [1.4921, 2.6084, 0.4287], [1.4825, 1.0912, 0.3431], [-0.2164, 1.0803, -2.1813], [-2.2800, -0.2875, -4.4408], [-2.6559, -1.7879, -2.6209], [-1.8059, -1.3213, -0.4175], [1.3387, -1.7762, -1.0510], [2.0528, -2.3159, 0.6487], [0.7964, -4.1132, -0.5807], [-0.5194, -3.0279, -0.4028], [0.8241, -4.1467, 2.0253], [-0.9019, -4.4222, 1.5036], [-0.5131, -2.7316, 3.4006], [-1.4556, -2.1952, 2.1229], [0.0825, -0.5234, 2.9358], [1.5674, -1.3983, 2.4765], [-1.2461, 1.9615, 0.2792], [-1.7100, 0.7186, 1.4728], [0.2747, 1.4238, 2.7509], [-1.1200, 2.6016, 2.8223], [1.2748, 3.5713, 2.3234], [-0.0812, 4.0893, 1.1491], [2.4984, 2.9872, 0.7022], [1.1466, 3.1067, -0.5425], [2.0277, 0.7233, -0.5082], [1.9371, 0.7511, 1.2494], [0.8214, 1.5021, -2.1143]],
  "atomic_forces_ev_per_a": [[-0.71, -1.27, -0.48], [-0.30, -0.30, 1.65], [0.59, 0.65, 0.38], [0.35, 0.34, -2.03], [-2.01, -2.75, -0.59], [1.85, 5.21, -0.91], [2.20, -0.85, 1.93], [-2.39, -0.56, -0.67], [2.84, 0.66, -0.23], [0.16, -0.02, 0.83], [-2.48, -1.02, -0.83], [-2.81, 1.16, 0.59], [1.55, 0.44, 0.46], [-2.44, -0.50, 1.37], [1.29, -2.62, -2.77], [1.75, 1.54, 1.09], [0.39, 1.02, -2.12], [-0.94, -1.35, 0.52], [-0.74, 2.05, -0.91], [-1.57, 0.69, -0.31], [3.29, 0.07, 1.76], [0.43, 0.69, -0.18], [-2.16, -2.62, -0.77], [-0.11, 0.48, -0.16], [0.54, 0.47, 1.54], [1.42, 1.17, -0.05], [0.70, -0.30, 0.19], [0.04, -0.17, -0.44], [-0.32, -0.45, -0.26], [0.81, 0.45, -0.13], [0.51, -0.53, -0.04], [1.12, 0.19, -0.21], [-0.57, 1.39, 0.35], [-1.20, 0.19, 0.07], [-0.75, 0.05, -0.06], [-1.92, -1.29, 0.17], [0.29, 0.16, 0.86], [0.43, -0.63, -0.30], [-0.45, 0.56, -0.04], [1.08, -1.10, 0.60], [-0.31, -0.40, -0.79], [0.84, -0.81, 1.04], [0.65, -0.06, -0.24], [0.45, -0.55, 0.49], [-1.39, 0.55, -0.35]],
  "nbo_charge": [-0.030, 0.284, -0.460, 0.106, -0.208, -0.184, -0.195, -0.002, 0.130, -0.496, -0.235, -0.403, -0.400, -0.386, -0.230, -0.405, -0.396, -0.396, -0.421, -0.419, -0.206, 0.224, 0.208, 0.222, 0.230, 0.191, 0.211, 0.191, 0.188, 0.216, 0.196, 0.192, 0.213, 0.173, 0.217, 0.216, 0.189, 0.215, 0.201, 0.207, 0.213, 0.203, 0.212, 0.203, 0.223]
}

{
  "formula": "C18H24N4O4S",
  "method": "wB97M-V/def2-TZVPD",
  "largest_force_ev_per_a": 1.1,
  "homo_ha": -0.320,
  "charge": 0,
  "lumo_energy_ev": 0.317,
  "relative_energy_ev": 0.000,
  "spin_multiplicity": 1,
  "gap_ev": 9.0161,
  "smiles": "CCCNC(=O)Cn1c(=O)n(CC(=O)N2CCCCC2)c(=O)c2sccc21",
  "symbols": ["C", "C", "C", "N", "C", "O", "C", "N", "C", "O", "N", "C", "C", "O", "N", "C", "C", "C", "C", "C", "C", "O", "C", "S", "C", "C", "C", "H", "H", "H", "H", "H", "H", "H", "H", "H", "H", "H", "H", "H", "H", "H", "H", "H", "H", "H", "H", "H", "H", "H", "H"],
  "coordinates": [[-2.7847, -3.4228, -1.8100], [-3.9917, -2.4916, -1.8522], [-4.6733, -2.3578, -0.4876], [-3.8099, -1.7216, 0.4797], [-3.9796, -0.4598, 0.8973], [-4.9317, 0.2461, 0.6396], [-2.7938, 0.0339, 1.7473], [-1.6761, 0.3598, 0.8794], [-0.7675, -0.6326, 0.5982], [-0.9589, -1.7823, 0.9587], [0.3327, -0.2770, -0.1435], [1.4250, -1.2273, -0.2291], [2.4741, -0.7812, 0.8055], [2.1321, -0.0828, 1.7408], [3.7350, -1.2200, 0.6390], [4.2458, -1.9136, -0.5219], [4.9085, -0.9069, -1.4657], [6.0389, -0.1955, -0.7244], [5.4997, 0.4511, 0.5501], [4.7902, -0.5920, 1.4143], [0.6332, 0.9962, -0.6442], [1.6765, 1.2001, -1.2285], [-0.4312, 1.9289, -0.4160], [-0.4881, 3.5562, -0.9937], [-2.0232, 3.7751, -0.2591], [-2.4751, 2.6788, 0.4062], [-1.5536, 1.6082, 0.3265], [-2.3471, -3.5164, -2.8011], [-3.0813, -4.4136, -1.4722], [-2.0184, -3.0459, -1.1364], [-4.7234, -2.8755, -2.5651], [-3.6826, -1.5002, -2.1905], [-4.9564, -3.3466, -0.1135], [-5.5677, -1.7365, -0.5718], [-2.9353, -2.1836, 0.7014], [-3.0825, 0.9225, 2.3079], [-2.4684, -0.7507, 2.4339], [1.8156, -1.1915, -1.2456], [1.0417, -2.2189, 0.0177], [3.4550, -2.4734, -1.0184], [4.9943, -2.6333, -0.1706], [5.2917, -1.4205, -2.3486], [4.1646, -0.1733, -1.7832], [6.4864, 0.5644, -1.3666], [6.8169, -0.9192, -0.4665], [6.3097, 0.9093, 1.1188], [4.7807, 1.2288, 0.2858], [4.3331, -0.1272, 2.2884], [5.4922, -1.3658, 1.7402], [-2.5229, 4.7177, -0.3638], [-3.4320, 2.6263, 0.8906]],
  "atomic_forces_ev_per_a": [[-0.17, 0.17, -0.11], [-0.02, -0.12, 0.23], [-0.19, 0.14, -0.35], [0.13, -0.59, -0.11], [0.47, 0.07, 0.54], [-0.29, 0.34, -0.10], [-0.38, -0.18, 0.00], [0.11, -0.12, 0.13], [-0.25, 0.03, -0.03], [0.13, -0.25, 0.26], [0.31, -0.16, -0.23], [0.03, 0.07, 0.05], [-0.23, -0.29, -0.14], [-0.13, 0.20, 0.11], [0.28, -0.17, 0.23], [-0.07, 0.07, -0.49], [0.18, -0.23, 0.09], [-0.19, 0.20, -0.06], [0.13, -0.25, 0.05], [0.02, 0.41, 0.32], [-0.29, -0.04, 0.05], [0.14, 0.10, -0.04], [-0.47, 0.48, 0.13], [-0.23, -0.36, 0.23], [0.46, -0.17, -0.13], [-0.15, 0.12, 0.03], [0.83, 0.39, -0.60], [0.11, -0.06, -0.05], [0.01, -0.15, 0.03], [0.14, 0.00, 0.06], [-0.03, 0.05, -0.05], [-0.08, 0.04, -0.03], [-0.06, 0.06, -0.03], [0.05, -0.15, 0.06], [-0.04, 0.22, 0.09], [0.00, -0.11, -0.08], [-0.03, 0.17, -0.06], [-0.02, -0.10, 0.13], [0.09, 0.12, -0.08], [0.04, -0.03, 0.05], [-0.10, -0.03, -0.06], [-0.02, -0.01, -0.06], [-0.08, -0.01, -0.07], [0.09, -0.04, -0.01], [0.08, -0.02, -0.02], [-0.01, 0.06, 0.03], [-0.02, 0.07, 0.05], [0.11, -0.13, -0.06], [-0.02, 0.02, 0.01], [-0.14, 0.18, 0.00], [-0.19, -0.02, 0.08]],
  "nbo_charge": [-0.617, -0.399, -0.226, -0.624, 0.663, -0.629, -0.302, -0.401, 0.824, -0.671, -0.445, -0.320, 0.687, -0.639, -0.435, -0.210, -0.418, -0.397, -0.411, -0.223, 0.679, -0.606, -0.387, 0.503, -0.354, -0.290, 0.200, 0.213, 0.201, 0.208, 0.205, 0.202, 0.190, 0.233, 0.429, 0.230, 0.247, 0.235, 0.264, 0.209, 0.196, 0.209, 0.219, 0.213, 0.191, 0.211, 0.214, 0.247, 0.187, 0.243, 0.251]
}

{
  "formula": "C18H24N9O6STc",
  "method": "wB97M-V/def2-TZVPD",
  "largest_force_ev_per_a": 1.8,
  "homo_ha": [-0.407, -0.398],
  "charge": 1,
  "lumo_energy_ev": [-3.014, -3.441],
  "relative_energy_ev": 0.393,
  "spin_multiplicity": 2,
  "gap_ev": [8.0696, 7.3833],
  "symbols": ["Tc", "N", "N", "C", "N", "S", "H", "H", "H", "H", "H", "N", "C", "C", "N", "C", "C", "N", "C", "C", "N", "H", "H", "H", "H", "H", "H", "C", "C", "C", "C", "N", "H", "H", "H", "H", "H", "H", "H", "H", "H", "O", "C", "O", "C", "C", "C", "C", "C", "C", "N", "O", "O", "H", "H", "H", "H", "O", "O"],
  "coordinates": [[0.4333, -0.4165, 0.9300], [1.1608, 1.5146, -1.6548], [2.4470, 1.3820, -2.1468], [3.3295, 0.5430, -1.5743], [4.5309, 0.5062, -2.1696], [3.0325, -0.4288, -0.2305], [0.4632, 1.1097, -2.2697], [0.9568, 2.4832, -1.4438], [2.7106, 1.8698, -2.9944], [4.7525, 1.0552, -2.9825], [5.2410, -0.0893, -1.7813], [3.0297, -2.5228, 3.4912], [3.2471, -1.3220, 4.1298], [2.5261, -0.3942, 3.4477], [1.8694, -1.0126, 2.4137], [2.1887, -2.2887, 2.4702], [1.6447, -3.1493, 1.4419], [0.9239, -2.5658, 0.5037], [0.5723, -3.5593, -0.3841], [1.0962, -4.7370, 0.0389], [1.7813, -4.4617, 1.2060], [3.4191, -3.4091, 3.7645], [3.8881, -1.2394, 4.9859], [2.4365, 0.6589, 3.6311], [-0.0410, -3.3620, -1.2411], [1.0467, -5.7278, -0.3691], [2.2365, -5.1417, 1.7912], [1.2155, 3.3505, 1.7107], [0.0081, 2.4522, 1.9499], [-0.3132, 2.3259, 3.4399], [-1.2188, 2.9424, 1.1765], [0.2800, 1.1163, 1.4401], [1.0367, 4.3227, 2.1667], [1.3926, 3.5029, 0.6460], [2.1174, 2.9243, 2.1496], [-0.6558, 3.2941, 3.8024], [0.5669, 2.0378, 4.0128], [-1.0953, 1.5888, 3.6142], [-1.4944, 3.9251, 1.5567], [-2.0617, 2.2653, 1.3026], [-1.0035, 3.0263, 0.1116], [-1.9767, -2.2619, -0.5282], [-1.8161, -1.1470, -0.9717], [-0.8397, -0.3263, -0.6480], [-2.7430, -0.5726, -2.0137], [-3.8100, -1.3603, -2.4353], [-4.6996, -0.8852, -3.3852], [-4.4894, 0.3820, -3.8911], [-3.4464, 1.1949, -3.4947], [-2.5701, 0.7021, -2.5420], [-5.4412, 0.9059, -4.9069], [-6.3591, 0.1871, -5.2279], [-5.2337, 2.0171, -5.3394], [-3.9316, -2.3447, -2.0065], [-5.5370, -1.4710, -3.7307], [-3.3411, 2.1798, -3.9234], [-1.7556, 1.3193, -2.1905], [-1.0216, -1.1326, 2.0363], [-0.6857, -1.7559, 3.1153]],
  "atomic_forces_ev_per_a": [[1.17, -1.18, -0.49], [-0.07, 0.16, 0.04], [-0.07, -0.05, 0.02], [0.01, 0.12, -0.35], [0.05, -0.12, 0.17], [-0.57, 0.27, -0.02], [0.10, -0.04, 0.09], [0.00, -0.05, -0.11], [-0.02, -0.07, 0.08], [0.01, 0.03, 0.01], [-0.01, 0.00, -0.05], [-0.06, 0.10, 0.09], [0.02, -0.06, -0.05], [-0.05, -0.07, -0.07], [0.09, -0.01, 0.18], [-0.03, -0.14, -0.17], [0.15, 0.22, 0.18], [-0.13, -0.64, -0.08], [0.06, 0.15, 0.05], [0.08, 0.02, 0.06], [-0.07, -0.04, -0.05], [0.00, 0.02, -0.01], [0.03, 0.01, 0.06], [0.00, 0.07, 0.01], [-0.04, 0.00, 0.00], [-0.02, -0.07, -0.02], [0.01, 0.03, -0.03], [0.11, -0.08, -0.07], [-0.16, -0.16, -0.06], [0.03, -0.05, 0.00], [0.02, 0.05, 0.00], [0.00, 1.71, 0.65], [-0.04, 0.02, 0.02], [0.00, -0.03, 0.00], [0.01, 0.00, 0.02], [0.00, 0.01, 0.03], [0.04, -0.01, 0.01], [-0.03, -0.01, -0.03], [-0.04, 0.04, -0.03], [-0.01, -0.03, 0.05], [0.01, 0.00, -0.02], [-0.01, -0.09, 0.01], [0.10, 0.43, 0.09], [0.13, -0.25, -0.20], [-0.13, -0.14, 0.02], [0.00, 0.02, -0.05], [0.12, 0.00, 0.09], [-0.23, 0.12, -0.23], [0.05, -0.09, 0.08], [0.02, 0.05, 0.01], [0.19, -0.16, 0.26], [-0.13, -0.07, -0.09], [0.01, 0.19, -0.11], [0.01, -0.01, 0.02], [-0.02, -0.01, -0.01], [0.00, 0.00, 0.00], [0.00, 0.00, 0.03], [-0.83, -0.05, -0.20], [0.13, -0.09, 0.13]],
  "nbo_charge": [1.202, -0.642, -0.425, 0.324, -0.770, -0.199, 0.385, 0.365, 0.380, 0.402, 0.426, -0.479, -0.053, -0.052, -0.421, 0.345, 0.328, -0.493, -0.022, -0.064, -0.480, 0.436, 0.244, 0.231, 0.258, 0.242, 0.434, -0.598, 0.058, -0.604, -0.599, -0.084, 0.235, 0.208, 0.220, 0.233, 0.211, 0.239, 0.232, 0.237, 0.208, -0.622, 0.784, -0.750, -0.153, -0.154, -0.193, 0.032, -0.209, -0.136, 0.533, -0.359, -0.370, 0.247, 0.259, 0.251, 0.201, -0.249, -0.210]
}

{
  "formula": "C18H24NO2",
  "method": "wB97M-V/def2-TZVPD",
  "largest_force_ev_per_a": 1.1,
  "homo_ha": -0.428,
  "charge": 1,
  "lumo_energy_ev": -3.474,
  "relative_energy_ev": 0.000,
  "spin_multiplicity": 1,
  "gap_ev": 8.1771,
  "smiles": "CCc1ccc2oc(=O)cc(C[N@@H+]3CCCC[C@@H]3C)c2c1",
  "symbols": ["C", "C", "C", "C", "C", "C", "O", "C", "O", "C", "C", "C", "N", "C", "C", "C", "C", "C", "C", "C", "C", "H", "H", "H", "H", "H", "H", "H", "H", "H", "H", "H", "H", "H", "H", "H", "H", "H", "H", "H", "H", "H", "H", "H", "H"],
  "coordinates": [[1.5819, 3.6188, 2.3429], [2.2378, 2.3287, 2.8420], [1.2558, 1.1958, 2.8183], [0.3370, 1.0424, 3.8625], [-0.5677, 0.0080, 3.8602], [-0.5922, -0.8946, 2.7969], [-1.4806, -1.9060, 2.8781], [-1.5332, -2.9106, 1.9612], [-2.3147, -3.8089, 2.1047], [-0.6385, -2.7728, 0.8127], [0.1781, -1.7102, 0.6429], [1.0005, -1.6102, -0.6197], [0.4111, -0.7929, -1.7297], [0.0669, 0.6050, -1.3728], [-0.0393, 1.4280, -2.6529], [-1.0536, 0.8265, -3.6228], [-0.7685, -0.6572, -3.8531], [-0.6990, -1.4317, -2.5326], [-2.0522, -1.4776, -1.8386], [0.2821, -0.7346, 1.7035], [1.2135, 0.3131, 1.7591], [0.7267, 3.8758, 2.9622], [2.2938, 4.4382, 2.3816], [1.2395, 3.5063, 1.3159], [3.1005, 2.0935, 2.2164], [2.5911, 2.4826, 3.8620], [0.3599, 1.7314, 4.6923], [-1.2584, -0.1432, 4.6737], [-0.7016, -3.5791, 0.0975], [1.1583, -2.6178, -1.0123], [1.9764, -1.1800, -0.3847], [1.1708, -0.7092, -2.4164], [-0.8655, 0.6075, -0.8099], [0.8501, 1.0130, -0.7340], [-0.3267, 2.4471, -2.3965], [0.9430, 1.4772, -3.1312], [-1.0025, 1.3540, -4.5744], [-2.0630, 0.9615, -3.2369], [-1.5509, -1.0902, -4.4750], [0.1740, -0.7699, -4.3966], [-0.3761, -2.4590, -2.7319], [-2.4923, -0.4948, -1.7098], [-2.0051, -1.9677, -0.8729], [-2.7258, -2.0558, -2.4663], [1.9585, 0.4197, 0.9841]],
  "atomic_forces_ev_per_a": [[0.22, -0.08, 0.09], [-0.15, 0.21, -0.09], [0.12, -0.06, -0.01], [0.03, -0.18, -0.23], [-0.12, -0.27, -0.15], [0.74, 0.76, -0.25], [-0.32, -0.19, 0.23], [-0.23, -0.42, -0.14], [0.22, 0.27, -0.01], [0.48, 0.33, -0.05], [-0.36, -0.58, -0.05], [0.16, -0.45, 0.54], [0.33, -0.11, -0.15], [0.03, 0.97, 0.03], [-0.31, -0.13, -0.02], [0.18, 0.00, -0.08], [-0.09, 0.13, 0.10], [-0.53, -0.40, -0.56], [0.13, -0.03, 0.16], [-0.36, 0.10, 0.55], [-0.12, -0.06, 0.18], [-0.11, 0.07, 0.03], [0.01, 0.15, -0.03], [-0.06, 0.01, -0.10], [0.04, -0.04, 0.08], [0.10, -0.05, -0.01], [-0.01, 0.08, 0.13], [-0.09, -0.01, 0.11], [-0.03, -0.04, -0.09], [0.00, 0.17, -0.08], [-0.07, 0.02, -0.19], [-0.06, -0.05, 0.17], [0.10, -0.11, 0.04], [-0.06, -0.19, -0.02], [0.10, 0.01, 0.07], [0.08, 0.04, 0.02], [-0.07, 0.02, 0.00], [-0.05, 0.04, -0.01], [0.05, -0.12, 0.01], [0.05, -0.05, -0.05], [0.12, 0.14, 0.09], [-0.06, 0.08, 0.02], [-0.10, 0.05, -0.06], [-0.01, -0.03, -0.10], [0.07, 0.02, -0.10]],
  "nbo_charge": [-0.591, -0.421, -0.004, -0.156, -0.228, 0.317, -0.437, 0.727, -0.518, -0.285, 0.004, -0.244, -0.348, -0.232, -0.422, -0.409, -0.422, -0.033, -0.649, -0.098, -0.218, 0.212, 0.223, 0.193, 0.208, 0.224, 0.229, 0.246, 0.236, 0.242, 0.237, 0.430, 0.236, 0.239, 0.251, 0.207, 0.242, 0.215, 0.251, 0.209, 0.227, 0.220, 0.240, 0.254, 0.195]
}